Entry 1:
{"formula": "C4H10O2", "method": "the ωB97M-V functional and the def2-TZVPD basis", "lumo_ev": 0.77, "e_tot_ha": -308.82525, "smiles": "CC(CO)CO", "de_lowest_kcal_mol": 45.75, "spin_multiplicity": 1, "max_force_ev_per_a": 3.82, "homo_ev": -10.07, "symbols": ["C", "C", "C", "O", "C", "O", "H", "H", "H", "H", "H", "H", "H", "H", "H", "H"], "xyz": [[-1.52627, -0.77388, 0.19735], [-0.45936, 0.24789, -0.17587], [0.54698, -0.48846, -1.01416], [1.81643, 0.14420, -1.13899], [0.20176, 0.89139, 1.05113], [0.97230, 2.01894, 0.72247], [-1.92458, -1.26825, -0.69714], [-1.10810, -1.55412, 0.84890], [-2.35439, -0.30019, 0.72521], [-0.88578, 1.06168, -0.77211], [0.19399, -0.85861, -1.97559], [0.81561, -1.44782, -0.41172], [1.99599, -0.69896, -0.63223], [-0.57215, 1.22350, 1.75214], [0.80128, 0.12836, 1.58537], [1.58071, 1.71699, 0.02837]], "atomic_forces_ev_per_a": [[-0.2, 0.0, 0.1], [-0.2, 0.1, -0.1], [-1.2, -1.6, 0.6], [0.5, -1.7, 0.9], [-0.3, -0.3, 0.1], [0.2, 0.0, -0.2], [0.0, 0.1, 0.2], [-0.1, 0.2, -0.1], [0.0, -0.1, 0.0], [-0.1, 0.0, 0.1], [-0.3, 0.3, -0.1], [-1.3, 0.7, -0.7], [3.1, 2.2, -0.7], [0.1, 0.0, -0.1], [-0.1, 0.1, -0.1], [0.0, 0.1, 0.1]]}

Entry 2:
{"formula": "C2H9N3", "method": "the ωB97M-V functional and the def2-TZVPD basis", "lumo_ev": 0.87, "e_tot_ha": -245.75137, "smiles": "C=N.NCN", "de_lowest_kcal_mol": 75.49, "spin_multiplicity": 1, "max_force_ev_per_a": 3.94, "homo_ev": -8.91, "symbols": ["C", "N", "H", "H", "H", "N", "C", "N", "H", "H", "H", "H", "H", "H"], "xyz": [[-0.31383, -4.15308, -2.37849], [-1.19199, -3.25455, -2.28067], [0.01210, -4.54650, -1.44107], [0.01526, -4.54681, -3.38074], [-0.95686, -2.36606, -2.79217], [-0.24725, 2.86089, 0.38351], [0.29751, 1.60736, 0.97119], [0.74250, 1.57171, 2.38713], [0.10862, 3.66121, 0.79902], [-1.24207, 2.94249, 0.52579], [1.36892, 1.51683, 0.48431], [-0.26536, 0.68650, 0.84614], [0.13912, 1.79373, 3.21486], [1.53333, 2.22627, 2.66117]], "atomic_forces_ev_per_a": [[-0.7, -0.2, -1.6], [1.5, 2.9, 1.4], [-0.1, -1.7, 0.4], [0.9, 0.6, 0.9], [-1.6, -1.7, -1.1], [-1.4, -2.8, -0.5], [3.6, 1.4, 0.4], [0.8, 1.7, 2.4], [1.3, 1.5, 1.0], [-0.3, -0.3, 0.0], [-2.3, -0.3, 0.4], [-0.4, 0.5, -0.6], [-0.4, -0.6, -1.7], [-1.0, -1.1, -1.4]]}

Entry 3:
{"formula": "C45H47N5S5SbTl", "method": "the ωB97M-V functional and the def2-TZVPD basis", "charge": -2, "lumo_ev": 3.82, "e_tot_ha": -4420.37522, "spin_multiplicity": 1, "max_force_ev_per_a": 2.02, "homo_ev": -0.82, "symbols": ["Tl", "C", "N", "C", "C", "N", "C", "C", "C", "C", "C", "C", "C", "S", "C", "C", "C", "C", "C", "C", "S", "H", "H", "H", "H", "H", "H", "H", "H", "H", "H", "H", "H", "H", "H", "H", "H", "H", "H", "S", "C", "N", "C", "C", "C", "C", "C", "C", "S", "H", "H", "H", "H", "C", "C", "C", "C", "C", "C", "C", "Sb", "C", "C", "C", "C", "C", "C", "C", "C", "C", "C", "C", "C", "C", "C", "H", "H", "H", "H", "H", "H", "H", "H", "H", "H", "H", "H", "H", "H", "H", "H", "H", "H", "H", "H", "H", "N", "C", "N", "S", "H", "H", "H", "H"], "xyz": [[0.49907, 1.22277, -1.99053], [-0.87024, 1.33973, 2.70187], [-1.34367, 1.63752, 1.34630], [-2.60175, 0.94226, 1.12359], [-2.80829, 0.19595, -0.20389], [-0.81744, -1.66143, 0.48854], [-1.58414, -2.40738, 1.46985], [-1.95086, -1.81965, -1.98952], [-3.08458, -2.62678, -1.82679], [-3.56713, -3.41438, -2.83221], [-2.91674, -3.38094, -4.10570], [-1.84401, -2.60432, -4.34150], [-1.24222, -1.68960, -3.31830], [-1.34753, 0.08103, -3.96709], [-1.22900, 3.00005, 0.96664], [-2.30815, 3.70748, 0.43257], [-2.24870, 5.06632, 0.16162], [-1.08672, 5.76903, 0.42597], [0.02165, 5.08116, 0.89001], [0.00252, 3.70283, 1.13831], [1.52605, 2.96524, 1.59075], [-1.52067, 1.78970, 3.46674], [0.13910, 1.70853, 2.84300], [-0.85021, 0.25962, 2.85348], [-3.46455, 1.60899, 1.25068], [-2.66584, 0.20295, 1.91932], [-2.95748, 0.87103, -1.04931], [-3.66032, -0.47526, -0.10875], [-2.38481, -2.94278, 0.95244], [-2.03903, -1.75830, 2.22940], [-0.05678, -1.14080, 0.91390], [-3.57685, -2.62722, -0.85987], [-4.43269, -4.04491, -2.68135], [-3.30590, -3.99900, -4.90828], [-1.38526, -2.56003, -5.32198], [-3.23643, 3.19704, 0.21428], [-3.12139, 5.57102, -0.23434], [-1.03063, 6.83629, 0.24646], [0.95161, 5.60330, 1.07550], [-1.35126, -0.76144, -0.81491], [0.23966, -1.91718, -3.20797], [1.07121, -1.28846, -2.43578], [2.35222, -1.77519, -2.51971], [3.44818, -1.29632, -1.80154], [4.67765, -1.89318, -1.99497], [4.83211, -2.95620, -2.88602], [3.75324, -3.43931, -3.60720], [2.51628, -2.84150, -3.41717], [0.98196, -3.20879, -4.15053], [3.30107, -0.46601, -1.12058], [5.54149, -1.52822, -1.45387], [5.80599, -3.41069, -3.01590], [3.86523, -4.26579, -4.29684], [4.09089, -4.36801, 1.03977], [4.21289, -4.29482, 2.53992], [5.01196, -5.21230, 3.21660], [5.14805, -5.16531, 4.59668], [4.49781, -4.17360, 5.31361], [3.70245, -3.25305, 4.64634], [3.53591, -3.30764, 3.26720], [2.08756, -1.98166, 2.27792], [2.58893, -0.37329, 3.65812], [1.67265, 0.14004, 4.56751], [1.99282, 1.21439, 5.38656], [3.24023, 1.80538, 5.28463], [4.15500, 1.31677, 4.36369], [3.84680, 0.23641, 3.54449], [4.85008, -0.23532, 2.52681], [0.32385, -2.79760, 3.15195], [0.19749, -2.86637, 4.52664], [-0.84848, -3.51115, 5.17796], [-1.75238, -4.25863, 4.38509], [-1.66449, -4.29636, 3.03470], [-0.69705, -3.45846, 2.22801], [-0.02556, -4.33253, 1.15009], [4.78737, -5.09631, 0.62248], [4.28813, -3.39615, 0.58458], [3.07707, -4.65789, 0.75363], [5.53738, -5.97736, 2.65357], [5.76465, -5.89717, 5.10594], [4.60671, -4.11718, 6.39070], [3.20860, -2.46975, 5.20945], [0.68596, -0.30377, 4.63499], [1.26537, 1.59337, 6.09499], [3.49782, 2.65334, 5.90813], [5.12151, 1.79973, 4.26684], [5.76774, 0.35101, 2.57954], [4.42815, -0.13199, 1.52367], [5.09744, -1.28756, 2.68016], [0.95642, -2.39849, 5.14719], [-0.92434, -3.50423, 6.25771], [-2.51561, -4.85433, 4.88049], [-2.33454, -4.92742, 2.45524], [-0.78024, -4.87313, 0.57109], [0.63717, -5.05813, 1.62371], [0.55401, -3.71871, 0.45611], [2.25242, 3.28407, -3.71325], [3.42031, 2.64907, -3.43951], [3.84435, 2.68483, -2.17506], [4.31574, 1.95237, -4.66490], [1.75266, 3.79499, -3.00358], [1.87304, 3.21401, -4.63801], [3.21424, 2.88433, -1.37889], [4.65357, 2.12801, -1.96146]], "atomic_forces_ev_per_a": [[-0.3, 0.1, -0.2], [0.0, 0.0, 0.1], [0.1, -0.4, -0.1], [0.0, -0.2, 0.0], [0.7, 0.3, -0.1], [0.6, 0.9, -0.2], [-0.4, -0.2, 0.1], [0.3, 0.1, -0.1], [0.0, 0.0, 0.0], [-0.3, -0.1, 0.2], [0.2, 0.1, 0.0], [0.0, -0.2, 0.0], [0.0, 0.8, -0.2], [0.2, 0.2, 0.3], [0.1, 0.4, 0.1], [-0.1, -0.2, 0.0], [-0.1, 0.2, -0.1], [0.1, 0.0, -0.1], [-0.4, 0.1, 0.0], [0.5, -0.3, 0.1], [0.4, -0.1, -0.5], [-0.1, 0.0, 0.0], [0.0, 0.1, 0.0], [0.0, -0.1, 0.0], [-0.1, -0.1, 0.1], [-0.1, 0.0, -0.1], [-0.2, 0.0, 0.0], [0.0, 0.0, -0.1], [0.0, 0.0, 0.0], [0.0, -0.1, -0.1], [0.0, 0.0, 0.0], [-0.1, 0.0, 0.0], [0.0, 0.0, 0.1], [0.0, 0.0, 0.0], [-0.1, 0.0, -0.1], [0.0, 0.0, 0.0], [0.0, 0.0, 0.0], [0.0, 0.0, 0.0], [0.0, 0.0, 0.0], [-1.3, -0.8, 1.3], [0.6, -0.5, -0.1], [-0.5, 0.0, -0.1], [0.4, -0.3, -0.1], [-0.1, 0.0, -0.1], [0.0, 0.1, 0.1], [-0.1, -0.1, -0.1], [0.1, 0.0, 0.0], [-0.3, 0.1, 0.0], [0.1, 0.1, 0.3], [0.1, 0.0, 0.1], [0.0, 0.0, 0.0], [0.0, 0.0, 0.0], [0.0, 0.0, 0.0], [0.0, 0.0, 0.1], [0.1, 0.0, 0.0], [0.0, 0.0, 0.0], [0.0, 0.0, 0.0], [0.0, 0.0, 0.1], [0.0, 0.0, 0.0], [-0.1, 0.1, -0.2], [0.0, -0.1, 0.7], [-0.1, -0.1, -0.3], [-0.1, -0.1, 0.0], [0.0, 0.0, 0.1], [0.0, 0.0, 0.0], [0.0, 0.0, 0.0], [0.0, 0.1, 0.1], [-0.1, 0.0, 0.0], [0.6, 0.3, -0.4], [-0.3, 0.0, 0.1], [0.1, 0.2, 0.4], [0.0, 0.0, -0.2], [-0.1, -0.1, 0.1], [-0.2, 0.2, -0.3], [0.0, 0.0, 0.1], [0.0, 0.0, 0.0], [0.0, 0.0, -0.1], [0.0, 0.0, -0.1], [0.0, 0.0, 0.0], [0.0, 0.0, 0.0], [0.0, 0.0, 0.0], [0.0, 0.0, 0.0], [0.0, 0.0, 0.0], [0.0, 0.0, 0.0], [0.0, 0.0, 0.0], [0.0, 0.0, 0.0], [0.0, 0.0, 0.0], [0.1, 0.0, -0.1], [0.0, 0.0, 0.0], [0.0, 0.0, 0.0], [0.0, 0.0, 0.0], [0.0, 0.0, 0.0], [0.0, 0.0, 0.0], [0.0, 0.0, -0.1], [0.0, 0.0, 0.1], [0.0, -0.1, -0.1], [0.3, 0.0, 0.4], [-0.2, 0.5, -0.8], [-0.5, 0.1, 1.4], [0.1, -0.2, -0.1], [0.0, -0.1, 0.0], [0.1, 0.0, -0.1], [0.4, -0.1, -0.6], [0.0, 0.0, -0.1]]}